C58H67AlBr2N8O15PS2 | wB97M-V/def2-TZVPD

Cartesian coordinates (Å):
1 C -1.61 0.90 1.81
2 C -2.04 2.44 2.18
3 C -3.64 2.76 2.06
4 C -4.24 2.61 0.51
5 N -4.05 3.88 -0.27
6 C -5.34 4.47 -0.79
7 C -6.05 3.62 -2.00
8 C -7.25 2.60 -1.50
9 C -6.59 1.10 -1.44
10 Al -7.68 -0.38 -2.35
11 C -8.78 -1.29 -0.82
12 Br -7.88 -2.65 0.40
13 C -10.22 -0.93 -0.59
14 C -10.95 0.20 -1.57
15 Br -11.16 -1.86 0.94
16 P -6.09 -1.95 -3.13
17 C -4.98 -2.38 -1.64
18 O -5.15 -1.04 -4.28
19 C -2.95 3.82 -1.29
20 S -2.87 4.95 -2.60
21 S -1.50 2.59 -1.27
22 C -1.53 1.49 -2.79
23 C -1.58 -0.09 -2.24
24 C -0.10 -0.56 -1.65
25 H -2.49 0.23 1.43
26 H -1.16 0.40 2.79
27 H -0.75 0.87 1.00
28 H -1.70 2.62 3.31
29 H -1.45 3.26 1.55
30 H -3.91 3.83 2.52
31 H -4.19 1.92 2.71
32 H -5.42 2.49 0.68
33 H -3.90 1.62 -0.02
34 H -5.26 5.61 -1.11
35 H -6.12 4.47 0.11
36 H -6.61 4.43 -2.69
37 H -5.28 3.09 -2.74
38 H -7.78 2.94 -0.51
39 H -8.05 2.58 -2.39
40 H -5.52 1.09 -1.93
41 H -6.49 0.82 -0.29
42 H -8.60 0.15 -3.53
43 H -11.98 0.49 -1.07
44 H -10.20 1.10 -1.64
45 H -11.06 -0.31 -2.62
46 H -5.10 -1.49 -0.86
47 H -3.82 -2.39 -1.90
48 H -5.30 -3.37 -1.07
49 H -4.84 -0.21 -3.76
50 H -0.47 1.59 -3.32
51 H -2.41 1.74 -3.53
52 H -2.38 -0.10 -1.38
53 H -1.94 -0.81 -3.12
54 H 0.50 0.35 -1.23
55 H -0.25 -1.31 -0.75
56 H 0.56 -1.11 -2.45
57 C 2.52 3.27 -2.88
58 C 2.02 3.11 -1.59
59 C 2.90 2.90 -0.52
60 C 4.28 2.85 -0.76
61 C 4.78 3.00 -2.06
62 C 3.89 3.21 -3.12
63 N 5.20 2.66 0.36
64 O 4.72 2.51 1.49
65 O 6.42 2.66 0.11
66 H 1.83 3.44 -3.71
67 H 0.95 3.16 -1.41
68 H 2.49 2.78 0.48
69 H 5.85 2.96 -2.27
70 H 4.27 3.33 -4.13
71 C 4.23 7.60 4.86
72 C 3.21 7.12 5.69
73 C 2.40 6.08 5.26
74 C 2.61 5.51 3.99
75 C 3.62 6.00 3.16
76 C 4.43 7.05 3.60
77 N 1.77 4.39 3.55
78 O 0.87 4.01 4.31
79 O 2.01 3.90 2.43
80 H 4.87 8.42 5.21
81 H 3.06 7.56 6.67
82 H 1.61 5.71 5.92
83 H 3.80 5.57 2.17
84 H 5.22 7.43 2.96
85 C 4.95 -4.41 -1.47
86 C 4.35 -5.05 -2.56
87 C 3.67 -4.30 -3.52
88 C 3.59 -2.91 -3.38
89 C 4.18 -2.27 -2.28
90 C 4.86 -3.03 -1.33
91 N 2.90 -2.11 -4.40
92 O 2.37 -2.72 -5.35
93 O 2.88 -0.88 -4.26
94 H 5.48 -5.00 -0.73
95 H 4.42 -6.13 -2.66
96 H 3.21 -4.81 -4.36
97 H 4.12 -1.19 -2.16
98 H 5.32 -2.54 -0.47
99 C -14.59 -0.90 -0.06
100 C -15.66 -0.74 0.83
101 C -16.97 -0.70 0.35
102 C -17.20 -0.82 -1.03
103 C -16.13 -0.98 -1.92
104 C -14.82 -1.01 -1.43
105 N -18.57 -0.81 -1.54
106 O -19.49 -0.65 -0.72
107 O -18.74 -0.95 -2.76
108 H -13.57 -0.94 0.32
109 H -15.47 -0.65 1.90
110 H -17.79 -0.58 1.05
111 H -16.29 -1.07 -2.99
112 H -13.99 -1.13 -2.11
113 C 7.33 -8.69 4.25
114 C 6.74 -9.32 3.16
115 C 6.05 -8.57 2.20
116 C 5.98 -7.18 2.34
117 C 6.57 -6.54 3.44
118 C 7.24 -7.30 4.39
119 N 5.28 -6.39 1.32
120 O 4.76 -6.99 0.37
121 O 5.26 -5.15 1.46
122 H 7.87 -9.28 4.99
123 H 6.81 -10.40 3.05
124 H 5.60 -9.08 1.35
125 H 6.51 -5.46 3.56
126 H 7.71 -6.81 5.24
127 C 11.41 -3.45 8.86
128 C 10.40 -3.94 9.69
129 C 9.58 -4.98 9.26
130 C 9.79 -5.55 7.99
131 C 10.81 -5.06 7.16
132 C 11.62 -4.01 7.60
133 N 8.96 -6.66 7.55
134 O 8.06 -7.05 8.31
135 O 9.20 -7.16 6.43
136 H 12.05 -2.64 9.21
137 H 10.24 -3.50 10.67
138 H 8.79 -5.35 9.92
139 H 10.98 -5.48 6.17
140 H 12.41 -3.63 6.96
141 C 8.21 2.46 -8.52
142 C 9.18 3.29 -7.96
143 C 8.96 3.89 -6.72
144 C 7.76 3.65 -6.04
145 C 6.78 2.82 -6.60
146 C 7.01 2.23 -7.84
147 N 7.54 4.26 -4.73
148 O 8.42 5.00 -4.27
149 O 6.48 3.99 -4.14
150 H 8.39 1.99 -9.48
151 H 10.11 3.47 -8.50
152 H 9.73 4.54 -6.30
153 H 5.85 2.62 -6.08
154 H 6.26 1.58 -8.28

molecular weight	1398.11	Da
HOMO energy	-4.049	eV
HOMO-LUMO gap	3.6	eV
total charge	-1
energy	-10344.24942	Ha

Here are the Löwdin charges for atoms 1 to 6, given in e: C -0.15; C -0.28; C -0.18; C -0.20; N -0.18; C -0.24